(1)
{
  "formula": "C5H8O2",
  "method": "ωB97M-V/def2-TZVPD",
  "lumo_energy_ev": 0.95,
  "homo_lumo_gap_ha": 0.397,
  "homo_energy_ev": -9.8608,
  "e_tot_ev": -9406.9209,
  "relative_energy_kcal_mol": 67.1,
  "smiles": "CC(=O)C1(O)CC1",
  "species": ["O", "O", "C", "C", "C", "C", "C", "H", "H", "H", "H", "H", "H", "H", "H"],
  "positions_angstrom": [[-0.54569, -1.30586, 1.59271], [1.85394, -0.91738, 0.66477], [-1.60725, -0.14758, -0.28602], [0.96006, -0.34848, 0.01569], [-0.39908, -0.38708, 0.56390], [-1.15257, 0.92665, 0.65100], [1.51778, 0.19775, -1.22799], [-1.48119, -0.00227, -1.35478], [2.07675, 1.11740, -1.05982], [0.32527, -1.37084, 2.01946], [2.38648, -0.57224, -0.80118], [-1.70110, 1.05654, 1.57780], [0.85194, 0.33095, -2.11237], [-2.46828, -0.73997, 0.00582], [-0.69309, 1.82044, 0.23875]],
  "atomic_forces_ev_per_a": [[-0.1, 0.1, 0.2], [-1.1, -0.2, 1.4], [-0.1, -0.1, -0.2], [0.4, -0.3, 1.2], [-0.1, 0.1, -0.1], [-0.1, 0.2, 0.1], [1.0, -0.5, 0.4], [0.0, 0.0, 0.2], [-0.4, 0.4, 0.2], [-0.1, -0.1, -0.2], [-0.5, 1.2, -3.7], [0.1, 0.0, -0.1], [0.9, -0.8, 0.4], [0.1, 0.1, 0.0], [-0.1, -0.2, 0.1]]
}


(2)
{
  "formula": "C26H25AsFeNOS",
  "method": "ωB97M-V/def2-TZVPD",
  "lumo_energy_ev": [-5.46, -8.73],
  "homo_lumo_gap_ha": [0.327, 0.213],
  "total_charge": 2,
  "homo_energy_ev": [-14.3504, -14.5269],
  "e_tot_ev": -136952.1743,
  "spin_multiplicity": 6,
  "s_squared": 8.79,
  "species": ["As", "Fe", "S", "O", "N", "C", "C", "C", "C", "C", "C", "C", "C", "C", "C", "C", "C", "C", "C", "C", "C", "C", "C", "C", "C", "C", "C", "C", "C", "C", "C", "H", "H", "H", "H", "H", "H", "H", "H", "H", "H", "H", "H", "H", "H", "H", "H", "H", "H", "H", "H", "H", "H", "H", "H", "H"],
  "positions_angstrom": [[1.13610, -0.80301, 0.02053], [-1.14952, -0.14890, 0.93656], [-1.90181, -2.21640, 0.13261], [-0.89646, -0.28047, 2.97546], [-2.50012, 1.37271, 0.68971], [5.20650, -0.88334, 0.85413], [0.39873, 2.47130, -2.45206], [0.13334, -5.23224, -1.39416], [0.77749, 1.63372, -1.41499], [-3.22986, 1.90003, 1.70235], [-3.08098, 3.23028, -0.70225], [3.61978, -0.27108, -1.35794], [3.03893, -0.63200, -0.14539], [0.74574, -2.60613, -0.57714], [1.42904, -4.73379, -1.48301], [-0.58596, -3.10715, -0.46839], [-0.94065, 1.03159, 3.61455], [-2.46002, 2.02052, -0.49443], [-3.39781, 1.09539, 2.96592], [-2.35059, 1.38057, 4.05273], [-0.25906, -0.23603, -2.54045], [-0.86946, -4.43308, -0.89442], [-3.76891, 3.81023, 0.35296], [-0.32185, 1.96037, -3.52619], [5.00279, -0.21611, -1.45227], [0.45568, 0.27391, -1.45942], [1.73018, -3.42422, -1.07605], [5.79156, -0.52217, -0.35115], [-3.84869, 3.12975, 1.55700], [-0.65678, 0.61352, -3.56644], [3.82460, -0.93878, 0.96285], [-4.42111, 3.53126, 2.38210], [2.74766, -3.06396, -1.16405], [-1.88434, -4.79934, -0.81475], [-0.49938, -1.29046, -2.59951], [-1.91319, 1.53367, -1.29265], [-2.61290, 0.82097, 4.95296], [2.21923, -5.35936, -1.87678], [-4.25969, 4.76645, 0.23271], [-0.22602, 1.04518, 4.43565], [6.86891, -0.47569, -0.43284], [3.01235, -0.03060, -2.22133], [-0.08416, -6.24138, -1.71469], [5.82365, -1.11711, 1.71073], [-1.13920, -0.97595, 3.59940], [-3.38198, 0.03385, 2.70627], [5.46493, 0.06658, -2.38844], [-1.20993, 0.21760, -4.40744], [0.66873, 3.51856, -2.42631], [-0.57763, 1.72353, 2.84981], [3.37038, -1.21480, 1.90714], [-0.61267, 2.61159, -4.33956], [-3.02471, 3.70334, -1.67155], [-4.39319, 1.28378, 3.36606], [1.35226, 2.03708, -0.58665], [-2.35996, 2.43619, 4.33247]],
  "atomic_forces_ev_per_a": [[-0.3, 0.1, -0.3], [0.2, 0.1, 0.3], [-0.2, -0.3, -0.1], [0.1, 0.2, 0.1], [0.0, 0.2, -0.1], [0.0, 0.0, 0.0], [0.0, 0.0, 0.0], [0.0, 0.0, 0.0], [0.0, 0.0, 0.0], [0.0, -0.1, 0.0], [0.0, 0.0, 0.0], [0.0, 0.0, 0.0], [0.0, -0.1, 0.1], [0.0, 0.0, 0.0], [0.0, 0.0, 0.0], [0.1, -0.1, 0.0], [0.0, 0.0, 0.0], [0.0, 0.0, 0.0], [0.1, 0.0, 0.0], [0.0, 0.0, 0.0], [-0.1, 0.0, 0.0], [0.0, 0.0, 0.0], [0.0, 0.0, 0.0], [0.0, 0.0, 0.0], [0.0, 0.0, 0.0], [0.2, 0.0, 0.0], [0.0, 0.0, 0.0], [0.0, 0.0, 0.0], [-0.1, 0.0, 0.0], [0.0, 0.0, 0.0], [0.0, 0.0, 0.0], [0.0, 0.0, 0.0], [0.0, 0.0, 0.0], [0.0, 0.0, 0.0], [0.0, 0.0, 0.0], [0.0, 0.0, 0.0], [0.0, 0.0, 0.0], [0.0, 0.0, 0.0], [0.0, 0.0, 0.0], [0.0, 0.0, 0.0], [0.0, 0.0, 0.0], [0.0, 0.0, 0.0], [0.0, 0.0, 0.0], [0.0, 0.0, 0.0], [0.0, -0.1, 0.0], [0.0, 0.0, 0.0], [0.0, 0.0, 0.0], [0.0, 0.0, 0.0], [0.0, 0.0, 0.0], [0.0, 0.0, 0.0], [0.0, 0.0, 0.0], [0.0, 0.0, 0.0], [0.0, 0.0, 0.0], [0.0, 0.1, 0.0], [0.0, 0.0, 0.0], [0.0, 0.0, 0.0]]
}


(3)
{
  "formula": "C36H99N9O9",
  "method": "ωB97M-V/def2-TZVPD",
  "lumo_energy_ev": 0.55,
  "homo_lumo_gap_ha": 0.338,
  "homo_energy_ev": -8.6545,
  "e_tot_ev": -70769.8489,
  "relative_energy_kcal_mol": 56.7,
  "smiles": "COC[C@H](C)N.COC[C@H](C)N.COC[C@H](C)N.COC[C@H](C)N.COC[C@H](C)N.COC[C@H](C)N.COC[C@H](C)N.COC[C@H](C)N.COC[C@H](C)N",
  "species": ["O", "O", "O", "O", "O", "O", "O", "O", "O", "N", "N", "N", "N", "N", "N", "N", "N", "N", "C", "C", "C", "C", "C", "C", "C", "C", "C", "C", "C", "C", "C", "C", "C", "C", "C", "C", "C", "C", "C", "C", "C", "C", "C", "C", "C", "C", "C", "C", "C", "C", "C", "C", "C", "C", "H", "H", "H", "H", "H", "H", "H", "H", "H", "H", "H", "H", "H", "H", "H", "H", "H", "H", "H", "H", "H", "H", "H", "H", "H", "H", "H", "H", "H", "H", "H", "H", "H", "H", "H", "H", "H", "H", "H", "H", "H", "H", "H", "H", "H", "H", "H", "H", "H", "H", "H", "H", "H", "H", "H", "H", "H", "H", "H", "H", "H", "H", "H", "H", "H", "H", "H", "H", "H", "H", "H", "H", "H", "H", "H", "H", "H", "H", "H", "H", "H", "H", "H", "H", "H", "H", "H", "H", "H", "H", "H", "H", "H", "H", "H", "H", "H", "H", "H"],
  "positions_angstrom": [[-14.99826, 12.12252, 19.66725], [-9.84206, 20.34372, 17.05378], [-8.59233, 16.71004, 14.67963], [-11.90908, 10.75522, 16.21419], [-14.17568, 14.09053, 16.04545], [-7.72722, 12.86093, 24.34031], [-11.24551, 16.13309, 23.64436], [-3.13003, 14.64887, 19.09127], [-11.75407, 15.28215, 19.36598], [-5.85852, 17.11591, 19.52233], [-14.08531, 16.96420, 14.87994], [-11.29922, 13.63230, 25.17532], [-10.09573, 12.54570, 18.82912], [-8.69769, 14.09170, 22.07995], [-11.93194, 22.79421, 15.44938], [-8.92535, 16.01245, 19.32300], [-13.38400, 9.64580, 21.73443], [-5.55548, 16.92207, 12.69629], [-13.24243, 12.95541, 23.72903], [-1.79512, 14.69309, 19.47219], [-10.02358, 16.96223, 19.44833], [-7.70247, 12.67960, 25.70410], [-13.31041, 9.87312, 19.18334], [-8.64570, 12.08614, 23.65185], [-13.53590, 10.51593, 20.58869], [-13.91864, 16.45364, 16.28279], [-8.71505, 12.58147, 22.14465], [-11.69009, 21.57704, 16.16803], [-10.66573, 13.47767, 16.66897], [-5.91003, 18.25521, 14.82086], [-16.05125, 13.00363, 19.87404], [-11.98220, 13.83948, 23.87878], [-14.27522, 17.53614, 17.32752], [-8.44214, 20.15908, 17.11943], [-11.28861, 16.41751, 20.05615], [-12.35146, 15.28902, 23.64083], [-14.72694, 12.85820, 16.47408], [-9.98252, 16.77599, 14.32797], [-14.91996, 11.13672, 20.69907], [-5.33219, 15.79242, 17.51500], [-7.54399, 11.98717, 21.31872], [-14.66474, 15.20339, 16.78836], [-10.81235, 11.05190, 17.13728], [-12.62947, 14.54059, 20.18229], [-10.19973, 21.37334, 16.13173], [-7.80989, 16.93706, 13.53685], [-11.07190, 12.44729, 17.66281], [-5.24411, 15.83663, 19.09033], [-12.41458, 20.41828, 15.43335], [-10.46662, 17.50866, 18.06833], [-3.78173, 15.81410, 19.60952], [-11.51402, 17.51889, 23.47500], [-11.59285, 9.74902, 15.29987], [-6.34644, 17.03546, 13.91510], [-12.31475, 9.40224, 19.12648], [-6.37543, 15.86775, 17.23063], [-10.32060, 13.33890, 19.35847], [-12.92776, 15.34235, 22.72532], [-7.62959, 10.90534, 21.13147], [-9.85760, 11.11873, 16.56394], [-9.66835, 12.20182, 24.00189], [-12.99802, 15.48910, 24.49167], [-15.18631, 11.58477, 21.66643], [-5.09049, 14.77473, 17.16679], [-8.84791, 15.35318, 20.08844], [-7.88073, 14.29585, 22.66231], [-10.79015, 14.49921, 25.41056], [-13.97583, 8.84061, 21.53506], [-11.11990, 18.35709, 18.22014], [-12.31796, 17.67379, 22.74638], [-13.97842, 8.99575, 19.17763], [-1.67339, 14.72627, 20.56116], [-10.27367, 11.76403, 19.42412], [-16.95896, 12.39112, 19.93960], [-11.16264, 13.21495, 15.73319], [-4.69298, 16.56034, 17.01677], [-11.06620, 16.04841, 21.08878], [-9.51875, 14.48247, 22.51211], [-13.87893, 16.21018, 14.23524], [-5.74159, 14.97826, 19.55890], [-13.80789, 13.10219, 24.66264], [-12.32213, 19.40879, 15.87646], [-8.72810, 12.71338, 26.12853], [-8.35145, 11.04072, 23.69232], [-13.06967, 11.91169, 23.52927], [-8.15819, 19.85418, 18.12312], [-4.88053, 18.41675, 14.99462], [-16.09672, 13.70954, 19.03805], [-5.46937, 17.82186, 12.19040], [-8.10259, 19.38035, 16.39702], [-10.53505, 17.90663, 23.17843], [-3.87747, 15.87326, 20.67983], [-11.87888, 23.57240, 16.08720], [-15.79781, 12.97510, 16.45699], [-13.88397, 13.40147, 22.98335], [-7.83668, 16.14731, 12.81714], [-11.19883, 13.56849, 23.13791], [-7.11488, 13.53851, 26.04155], [-10.21372, 16.08424, 13.50176], [-15.71489, 15.32444, 16.75704], [-12.57031, 9.55947, 14.84962], [-9.72468, 17.79694, 20.16304], [-14.42396, 12.21630, 15.65591], [-15.89248, 13.60632, 20.81847], [-14.36227, 15.06978, 17.83582], [-6.15914, 19.13707, 14.27907], [-10.83113, 14.50046, 17.04847], [-7.12676, 11.76975, 26.06227], [-13.50786, 20.61254, 15.40412], [-12.17190, 13.99078, 21.04035], [-12.11128, 12.53009, 18.01366], [-3.21428, 16.69799, 19.25397], [-10.93411, 10.11409, 14.48543], [-10.23649, 17.81028, 14.07782], [-12.83990, 11.34604, 20.71589], [-12.06801, 13.70802, 25.89618], [-15.34752, 17.69655, 17.26503], [-15.70526, 10.40767, 20.56053], [-9.82528, 21.09011, 15.11664], [-12.06671, 17.15434, 20.02556], [-13.71046, 18.45973, 17.18534], [-9.76917, 22.34866, 16.41760], [-11.97062, 21.63488, 17.25140], [-14.00633, 17.27183, 18.34782], [-6.38756, 18.32673, 15.76724], [-10.99355, 16.70820, 17.53028], [-10.79373, 10.19710, 17.85568], [-6.62209, 11.99053, 21.89680], [-8.17202, 17.85748, 13.02384], [-14.39438, 12.48958, 17.44272], [-4.67120, 16.43975, 12.79206], [-6.26867, 16.11030, 14.49387], [-13.11167, 13.84930, 19.46999], [-12.85337, 16.11729, 16.35215], [-9.61171, 13.31242, 16.49458], [-9.67249, 17.89917, 17.44640], [-15.06835, 17.18203, 14.73707], [-9.12107, 15.46090, 18.49093], [-1.29841, 13.77167, 19.08304], [-7.51860, 12.53557, 20.41172], [-5.54236, 17.39888, 20.47420], [-10.48466, 16.38342, 15.20917], [-11.16968, 8.80740, 15.71648], [-1.35460, 15.60091, 19.08803], [-12.41225, 9.27103, 21.80538], [-12.16982, 20.44319, 14.32033], [-13.47129, 10.50401, 18.35417], [-12.82623, 22.81581, 14.99812], [-11.80086, 17.96755, 24.46258], [-13.46857, 15.15249, 20.57174], [-7.88505, 21.10106, 16.91111], [-9.65837, 12.21093, 21.81714], [-6.82651, 16.85559, 19.62505]],
  "atomic_forces_ev_per_a": [[0.7, -0.4, 0.2], [0.1, 0.8, -0.1], [-0.5, -0.1, -0.5], [1.3, 0.3, 1.1], [-0.3, 0.7, 0.6], [0.3, 0.3, -0.9], [0.5, -0.3, -0.2], [-0.9, 0.6, 0.9], [-0.1, -0.4, 0.2], [0.5, -0.3, 0.8], [-0.5, -0.6, 1.4], [-1.7, 1.0, 1.4], [-0.6, -0.9, -1.7], [0.9, -1.8, -0.4], [0.0, 0.8, -0.1], [-0.2, 0.1, -0.7], [0.9, -1.1, -0.1], [-0.3, 0.5, -0.6], [0.4, 1.4, 1.0], [0.7, -1.1, 0.0], [-0.1, 1.2, 0.0], [0.6, 0.0, 1.5], [0.1, -1.7, 2.3], [-0.6, 0.2, -1.9], [0.2, 0.9, -0.4], [0.8, -0.1, 0.6], [1.4, 0.1, 1.5], [-0.3, -1.7, -0.2], [-0.2, 0.0, -0.5], [-1.3, -0.8, -1.4], [-0.2, 0.5, 0.7], [1.3, -0.6, -0.7], [0.9, 0.2, -0.6], [0.6, 0.1, -0.5], [0.9, -1.4, 1.4], [-0.6, -0.5, 0.7], [0.3, 0.4, -1.2], [0.8, -0.7, 0.5], [0.0, 0.7, -0.7], [0.3, -0.9, 1.0], [-0.8, -0.5, 1.3], [2.4, -0.3, -0.7], [-0.9, -0.4, -1.8], [-1.1, -0.6, -1.0], [0.7, -0.5, 0.1], [0.2, 1.9, 0.1], [1.3, -0.8, 2.5], [1.3, 1.0, -1.0], [-0.9, 0.4, -0.8], [0.5, -0.2, 0.4], [-1.0, -0.1, -2.1], [0.2, -0.4, 1.1], [-0.5, -0.1, -0.9], [0.9, 0.2, 1.2], [-0.1, 0.5, 0.1], [-0.3, 0.6, -0.1], [-0.2, 1.6, 0.8], [-0.1, 0.4, -0.3], [-0.6, 0.3, -0.2], [-0.4, -0.4, 0.4], [0.0, 0.0, 0.8], [-0.6, 0.7, 0.2], [0.8, 0.1, 0.1], [0.5, 0.4, 0.1], [-0.1, 0.0, 0.4], [-0.5, 0.6, -0.1], [0.2, -0.5, -0.5], [0.1, -0.2, 0.4], [-0.4, 0.1, 0.0], [0.3, 0.2, -0.1], [-0.2, 0.3, -0.4], [0.0, -0.2, 0.1], [0.0, -0.6, 0.6], [-0.3, 0.6, 0.1], [-0.3, 0.7, -0.1], [-0.6, -0.6, 0.5], [-0.2, 0.7, -0.3], [-0.1, 0.1, 0.4], [0.1, -0.1, 0.0], [-0.1, -0.1, -0.4], [0.1, -0.5, -0.1], [0.5, 0.6, -0.4], [0.6, -0.2, 0.0], [-0.1, -0.4, -0.1], [0.1, -0.3, 0.0], [-0.1, -0.2, 0.1], [1.4, -0.8, 0.0], [-0.1, -0.3, 0.1], [0.2, -1.0, 0.6], [-0.2, 0.5, 0.4], [-0.5, 0.4, -0.2], [0.5, -0.4, 0.8], [0.0, 0.3, -0.1], [-0.7, -0.3, 0.2], [-0.1, -0.1, -0.6], [-0.4, -0.8, -0.5], [-0.6, 0.0, 0.0], [-0.2, -0.1, 0.5], [0.1, 0.3, 0.0], [-1.5, -0.1, -0.3], [0.2, -0.5, -0.2], [-0.1, -0.7, -1.0], [-0.1, -0.7, 0.3], [-0.3, -0.6, -0.7], [-0.1, 0.1, 0.1], [-0.6, 1.0, -0.6], [-0.2, -0.4, -0.5], [-0.8, 0.6, -0.6], [0.4, 0.0, 0.3], [0.1, 0.4, -0.7], [0.1, 0.1, -0.3], [-0.4, -0.1, 0.1], [0.0, -0.1, 0.4], [-0.3, -0.1, 0.1], [0.2, 0.1, 0.0], [0.9, -0.5, -0.8], [-0.2, 0.4, 0.1], [-0.4, -0.7, -0.4], [-0.4, 0.4, 0.5], [-0.5, 0.7, 0.4], [-0.4, 0.1, -0.4], [0.4, -0.3, 0.0], [-0.1, -0.2, -0.7], [-0.2, -0.6, 0.0], [-0.6, -0.3, 0.8], [0.1, 0.3, 0.1], [0.3, 0.9, -0.1], [0.2, 0.8, -0.1], [0.2, -0.2, 0.1], [0.2, 0.2, 0.1], [-0.1, 0.4, 0.1], [0.7, 0.0, 0.0], [0.2, -0.2, 0.7], [-0.6, 0.6, 0.1], [0.5, 0.3, 0.0], [0.4, -0.3, 0.0], [0.0, 0.1, -0.1], [0.3, -0.1, 0.1], [-0.2, 0.9, 0.2], [0.5, 0.3, -1.0], [-0.2, -0.5, -0.9], [-0.4, 0.4, 0.0], [-0.2, 0.6, 0.1], [0.6, 0.3, -0.4], [-1.1, 0.4, -0.2], [0.2, -0.3, 1.4], [-0.2, 0.7, -0.8], [-0.4, 0.0, -0.1], [0.1, -0.2, -0.8], [0.4, 0.1, 0.0], [-0.4, -0.4, 0.0], [-0.8, -0.2, -0.7], [-0.8, 0.5, 0.0]]
}


(4)
{
  "formula": "CH2Br3PS",
  "method": "ωB97M-V/def2-TZVPD",
  "lumo_energy_ev": [-1.61, -2.34],
  "homo_lumo_gap_ha": [0.263, 0.237],
  "homo_energy_ev": [-8.7727, -8.7799],
  "e_tot_ev": -231320.2731,
  "relative_energy_kcal_mol": 47.7,
  "species": ["Br", "Br", "Br", "S", "P", "C", "H", "H"],
  "positions_angstrom": [[-1.54886, -2.02225, 1.06242], [-2.38312, 1.26506, 0.26988], [1.39623, 2.11948, 0.60539], [-1.45858, -0.96263, -2.25650], [-1.08888, -0.41407, -0.43006], [1.50946, 0.30377, 0.26575], [1.59334, -0.31101, 1.14264], [1.98041, 0.02167, -0.65953]],
  "atomic_forces_ev_per_a": [[0.1, 0.3, -0.1], [0.4, -0.2, 0.0], [0.1, -0.1, 0.0], [0.3, 0.3, 0.9], [1.0, -0.1, -0.4], [-1.9, 0.0, -0.3], [0.0, -0.2, 0.1], [0.0, -0.1, -0.1]]
}